*A*
Here is a 2-piece molecular cluster, C5H7P overall from the Open Molecules 2025 dataset. Energies are from ωB97M-V/def2-TZVPD.

Last column: Mulliken charge in e.
Geometry (Å):
C -2.615 -0.159 1.144  -0.4781
C 0.307 -1.248 -0.764  -0.5782
C 2.778 0.833 -0.706  -0.5646
C -1.694 0.714 0.884  -0.3094
C 0.256 -0.212 0.041  0.1749
P 1.585 0.822 0.537  -0.0696
H -3.578 0.387 1.434  0.2070
H -2.605 -1.221 0.995  0.2849
H 1.284 -1.577 -1.091  0.2053
H -0.505 -1.832 -1.170  0.2645
H 3.486 1.649 -0.690  0.2644
H 2.990 0.123 -1.463  0.2302
H -1.690 1.722 0.848  0.3685

The spin multiplicity is 1. Its HOMO energy (alpha / beta) is -8.66 / -8.66 eV.

=====

*B*
Here is one molecule with the formula C5H7P from the Open Molecules 2025 dataset. Energies are from ωB97M-V/def2-TZVPD.

Last column: Mulliken charge in e.
Geometry (Å):
C -1.470 1.728 -0.007  -1.0661
C -0.363 0.659 0.191  0.2230
C -0.492 -0.673 0.056  -0.5927
C 0.795 -1.476 -0.044  -0.5114
C 1.917 -0.536 0.128  -0.2031
P 1.508 1.086 -0.087  -0.1518
H -2.384 1.163 0.159  0.3007
H -1.434 2.099 -0.964  0.3352
H -1.296 2.374 0.819  0.3382
H -1.374 -1.127 0.006  0.4928
H 0.898 -2.362 0.637  0.3108
H 0.721 -1.915 -1.042  0.2593
H 2.975 -1.019 0.148  0.2653

The spin multiplicity is 1. The SMILES is CC1=CCC=P1. Its HOMO energy is -8.62 eV.

=====

The least stable of them is *A*.

=====

*A*
Here is one molecule with the formula C3H7Br2N3O2 from the Open Molecules 2025 dataset. Energies are from ωB97M-V/def2-TZVPD.

Last column: Mulliken charge in e.
Geometry (Å):
C 1.717 2.328 0.291  -0.7764
N 0.433 1.641 0.052  -0.3108
Br -0.059 2.237 -1.685  -0.0945
C 0.507 0.227 0.009  -0.3614
C -0.867 -0.452 -0.341  -0.8785
N -0.827 -1.888 -0.173  -0.2614
Br -0.558 -2.944 -1.658  0.0265
N -1.759 -2.524 0.804  1.2061
O -2.173 -1.831 1.640  -0.5735
O -1.899 -3.685 0.582  -0.6294
H 1.676 3.417 -0.143  0.2963
H 1.919 2.396 1.418  0.2857
H 2.434 1.715 -0.074  0.3863
H 1.268 -0.268 -0.674  0.3434
H 0.876 -0.342 0.966  0.3159
H -1.527 0.040 0.255  0.5314
H -1.161 -0.065 -1.270  0.4942

The spin multiplicity is 1. The SMILES is CN(Br)CCN(Br)[N+](=O)[O-]. Its HOMO energy is -9.48 eV.

=====

*B*
Here is a 2-piece molecular cluster, C3H7Br2N3O2 overall from the Open Molecules 2025 dataset. Energies are from ωB97M-V/def2-TZVPD.

Last column: Mulliken charge in e.
Geometry (Å):
C -1.288 -2.408 -0.541  -0.6853
N -2.020 -1.212 -0.272  -0.5121
C -1.541 -0.170 0.221  0.0075
C -0.108 0.105 0.643  -0.3320
N 0.077 1.482 0.987  -0.6742
N 0.379 2.232 0.057  1.1281
O 0.587 2.007 -1.119  -0.6635
O 0.511 3.545 0.449  -0.4693
H -1.518 -2.709 -1.563  0.2682
H -0.202 -2.335 -0.414  0.2470
H -1.676 -3.182 0.124  0.2692
H -2.233 0.651 0.372  0.3849
H 0.122 -0.483 1.537  0.3593
H 0.560 -0.193 -0.178  0.2934
H 0.775 4.058 -0.336  0.3919
Br 3.606 0.430 -0.128  0.0172
Br 3.970 -1.816 0.160  -0.0301

The spin multiplicity is 1. The SMILES is C/N=C\C/N=[N+](\[O-])O.BrBr. Its HOMO energy is -9.28 eV.

=====

The least stable of them is *A*.

=====

*A*
Here is one molecule with the formula C6H6N2O from the Open Molecules 2025 dataset. Energies are from ωB97M-V/def2-TZVPD.

Last column: Mulliken charge in e.
Geometry (Å):
N -1.594 1.896 -0.559  -0.4316
C -0.960 1.371 0.502  0.2241
O -1.501 1.544 1.603  -0.5752
C -0.048 0.202 0.247  0.7174
C 0.879 0.200 -0.798  -0.3053
C 1.711 -0.908 -0.950  -0.3052
N 1.654 -1.977 -0.155  -0.5904
C 0.731 -1.995 0.809  -0.2735
C -0.181 -0.962 1.007  -0.2575
H -1.061 2.495 -1.176  0.2246
H -2.614 2.072 -0.301  0.2604
H 0.943 1.017 -1.518  0.2570
H 2.408 -0.954 -1.790  0.3429
H 0.676 -2.898 1.423  0.3547
H -1.045 -1.103 1.657  0.3574

The spin multiplicity is 1. The SMILES is NC(=O)c1ccncc1. Its HOMO energy is -9.89 eV.

=====

*B*
Here is a 2-piece molecular cluster, C6H6N2O overall from the Open Molecules 2025 dataset. Energies are from ωB97M-V/def2-TZVPD.

Last column: Mulliken charge in e.
Geometry (Å):
H 3.354 0.067 -0.491  0.2566
N 2.760 -0.662 -0.102  -0.6476
C 1.529 -0.339 -0.030  0.4314
C 1.036 0.945 -0.429  -0.4037
C 0.753 2.031 -0.860  0.1761
C 0.611 -1.299 0.601  -0.1699
C -0.658 -1.514 0.245  -1.0805
H 0.440 2.973 -1.215  0.4074
H 1.066 -1.868 1.401  0.3478
H -1.088 -1.064 -0.703  0.3473
H -1.224 -2.299 0.725  0.3580
N -2.332 0.509 -0.508  -0.5875
C -1.904 0.479 0.645  0.6854
O -1.633 0.760 1.744  -0.3798
H -2.709 1.282 -1.023  0.2590

The spin multiplicity is 1. The SMILES is [H]/N=C(\C#C)C=C.N=C=O. Its HOMO energy is -9.89 eV.

=====

The least stable of them is *B*.

=====

*A*
Here is one molecule with the formula C2H4N6 from the Open Molecules 2025 dataset. Energies are from ωB97M-V/def2-TZVPD.

Last column: Mulliken charge in e.
Geometry (Å):
N 2.689 -0.320 0.194  -0.4223
N 1.787 0.745 0.224  -0.3667
C 0.524 0.431 0.077  0.4931
N -0.547 1.408 -0.012  -0.4240
C -1.775 0.905 -0.005  0.0582
N -1.972 -0.438 0.393  -0.0353
N -1.044 -1.389 0.019  -0.3924
N 0.139 -0.953 -0.109  -0.1260
H 2.149 -1.191 -0.097  0.3238
H 3.617 -0.047 -0.441  0.2742
H -2.695 1.494 -0.158  0.3038
H -2.872 -0.646 -0.085  0.3135

The spin multiplicity is 1. The SMILES is N/N=c1/nc[nH]nn1. Its HOMO energy is -8.39 eV.

=====

*B*
Here is C2H4N6 as an isolated structure from the Open Molecules 2025 dataset. Energies are from ωB97M-V/def2-TZVPD.

Last column: Mulliken charge in e.
Geometry (Å):
C 0.083 0.117 1.125  0.4891
C 0.213 0.255 -1.050  0.3520
H -0.652 1.177 3.042  0.3136
H 0.326 2.046 1.758  0.3138
H 0.711 0.207 -3.034  0.3029
H 1.761 1.357 -2.371  0.3495
N 0.142 1.066 2.114  -0.5060
N -0.317 -1.057 1.245  -0.3435
N -0.804 -1.716 0.040  -0.1756
N -0.651 -1.014 -1.068  -0.1539
N 0.576 0.738 -2.234  -0.5290
N 0.494 0.979 -0.075  -0.4129

The spin multiplicity is 1. Its HOMO energy is -9.58 eV.

=====

*C*
Here is C2H4N6 as an isolated structure from the Open Molecules 2025 dataset. Energies are from ωB97M-V/def2-TZVPD.

Last column: Mulliken charge in e.
Geometry (Å):
C 0.975 -1.702 0.582  0.2068
C -0.119 0.275 -0.059  0.4975
H 1.402 -3.251 -1.069  0.3159
H 1.108 -1.200 1.861  0.2397
H -2.088 2.540 0.255  0.3513
H -1.347 0.376 -1.699  0.3638
N 1.395 -2.736 0.066  -0.6480
N 0.017 -1.004 -0.251  -0.6300
N 0.683 1.153 0.608  -0.0612
N 0.020 2.225 0.730  -0.2340
N -0.988 2.393 -0.301  -0.1804
N -1.055 0.931 -0.725  -0.2214

The spin multiplicity is 1. Its HOMO energy is -8.65 eV.

=====

The least stable of them is *C*.

=====

*A*
Here is one molecule with the formula C2H4N6 from the Open Molecules 2025 dataset. Energies are from ωB97M-V/def2-TZVPD.

Last column: Mulliken charge in e.
Geometry (Å):
N -2.882 -0.148 -0.160  -0.4307
N -1.625 -0.672 -0.206  -0.1710
C -0.663 0.124 0.059  0.0314
N 0.700 -0.159 0.017  0.8918
N 1.509 0.917 -0.060  -0.8264
C 2.694 0.319 -0.174  0.0128
N 2.570 -1.034 -0.023  -0.3990
N 1.315 -1.315 0.000  -0.3414
H -2.880 0.825 0.217  0.2388
H -3.509 -0.814 0.292  0.2643
H -0.887 1.159 0.243  0.3209
H 3.659 0.798 -0.205  0.4085

The spin multiplicity is 1. The SMILES is N/N=C/n1ncnn1. Its HOMO energy is -9.29 eV.

=====

*B*
Here is one molecule with the formula C2H4N6 from the Open Molecules 2025 dataset. Energies are from ωB97M-V/def2-TZVPD.

Last column: Mulliken charge in e.
Geometry (Å):
H 3.529 -1.051 0.005  0.2966
N 3.166 -0.014 -0.179  -0.5514
C 1.907 -0.209 -0.067  0.1473
N 0.944 0.853 -0.137  -0.5313
C -0.165 0.320 0.018  0.5136
N -0.739 -0.992 0.129  -0.0479
N -1.907 -1.062 -0.164  -0.3245
N -2.455 0.169 -0.366  -0.0434
N -1.352 1.019 0.163  -0.2217
H 1.674 -1.301 0.333  0.1766
H -3.222 0.210 0.270  0.2892
H -1.380 2.057 -0.006  0.2971

The spin multiplicity is 1. The SMILES is [H]/N=C/N=c1\nn[nH][nH]1. Its HOMO energy is -9.58 eV.

=====

The least stable of them is *B*.

=====

*A*
Here is a 2-piece molecular cluster, C4H9N4S overall from the Open Molecules 2025 dataset. Energies are from ωB97M-V/def2-TZVPD.

Last column: Mulliken charge in e.
Geometry (Å):
C -2.472 0.652 -0.106  -0.1001
C -0.771 -0.866 -0.130  0.4808
C -1.552 1.700 0.189  -0.7959
C -0.236 1.397 -0.002  0.7833
N -2.079 -0.559 -0.245  -0.5819
N 0.158 0.106 -0.057  -0.0522
N -0.482 -2.088 0.148  -0.2856
N 2.672 -1.184 -0.116  -0.8254
S 0.914 2.670 -0.108  -0.2181
H -3.576 0.746 -0.023  0.3940
H -1.945 2.678 0.390  0.3604
H 2.962 -2.091 0.161  0.2448
H 1.194 -0.065 -0.403  0.4034
H -1.375 -2.638 0.174  0.2785
H 0.375 -2.639 0.227  0.2274
H 2.704 -0.716 0.739  0.2635
H 3.352 -0.862 -0.820  0.2244
H 0.156 3.757 -0.019  0.1988

The spin multiplicity is 1. Its HOMO energy is -12.91 eV. As for the charge: +1.

=====

*B*
Here is a 3-piece molecular cluster, C4H9N4S overall from the Open Molecules 2025 dataset. Energies are from ωB97M-V/def2-TZVPD.

Last column: Mulliken charge in e.
Geometry (Å):
C -1.652 -1.903 0.909  -0.5891
C -2.351 -0.606 0.901  -0.2506
C -0.516 -1.716 0.259  -0.0792
C 0.328 0.362 -0.977  0.6151
N -1.625 0.245 0.305  -0.8448
N -0.447 -0.363 -0.071  0.5418
N -0.017 1.454 -1.515  -0.3414
N 1.552 -0.194 -1.499  -0.5336
S -1.468 2.513 -1.367  -0.0908
H -1.966 -2.952 1.065  0.3439
H -3.388 -0.457 1.076  0.4657
H 0.230 -2.420 -0.177  0.3765
H 1.760 0.625 1.486  -0.1442
H 0.605 1.766 -2.353  0.3154
H 2.098 -0.494 -0.713  0.3167
H 2.086 0.550 -1.943  0.2631
H -1.859 1.662 -0.355  0.4712
H 2.254 1.348 1.404  0.1644

The spin multiplicity is 1. Its HOMO energy is -13.30 eV. As for the charge: +1.

=====

The least stable of them is *B*.